(1)
{
  "formula": "C41H57BInN6O11SSb",
  "method": "the ωB97M-V functional and the def2-TZVPD basis",
  "lumo_energy_ev": 3.940,
  "gap_ev": 3.29,
  "total_charge": -2,
  "multiplicity": 1,
  "symbols": ["In", "O", "C", "O", "C", "C", "C", "C", "C", "C", "O", "N", "O", "O", "N", "O", "O", "H", "H", "O", "C", "N", "C", "C", "N", "C", "S", "H", "H", "H", "H", "H", "H", "C", "C", "O", "C", "C", "C", "C", "C", "C", "H", "H", "H", "H", "H", "H", "H", "H", "C", "C", "C", "C", "C", "C", "C", "C", "O", "B", "O", "C", "C", "H", "H", "H", "H", "H", "H", "H", "H", "H", "H", "H", "H", "C", "C", "N", "C", "C", "C", "C", "N", "H", "H", "H", "H", "H", "H", "H", "H", "H", "H", "H", "H", "H", "H", "C", "C", "Sb", "C", "C", "C", "C", "H", "H", "H", "H", "H", "H", "H", "H", "H", "H", "H", "H", "H", "H", "H"],
  "coordinates": [[-0.048, 0.004, -0.045], [3.084, 0.118, 2.832], [2.410, -0.411, 1.899], [1.407, 0.080, 1.324], [2.842, -1.771, 1.425], [3.949, -2.392, 2.014], [4.348, -3.645, 1.581], [3.663, -4.292, 0.566], [2.561, -3.663, -0.017], [2.077, -2.373, 0.371], [1.053, -1.722, -0.110], [1.928, -4.434, -1.062], [2.392, -4.326, -2.199], [1.150, -5.328, -0.714], [5.499, -4.298, 2.195], [5.834, -5.407, 1.760], [6.085, -3.727, 3.117], [4.468, -1.864, 2.808], [3.963, -5.273, 0.215], [-1.866, 0.040, -0.072], [3.442, 2.421, -0.021], [2.527, 2.637, -1.118], [2.197, 3.871, -1.633], [1.330, 3.702, -2.636], [1.087, 2.350, -2.781], [1.833, 1.648, -1.833], [1.847, -0.004, -1.654], [3.837, 3.372, 0.343], [4.266, 1.788, -0.362], [2.915, 1.908, 0.788], [2.609, 4.789, -1.244], [0.865, 4.442, -3.262], [0.478, 1.916, -3.454], [-3.021, -2.054, 0.417], [-1.896, -2.057, 1.416], [-0.864, -1.361, 1.305], [-2.032, -2.944, 2.611], [-3.153, -3.754, 2.816], [-3.233, -4.565, 3.949], [-2.198, -4.572, 4.880], [-1.079, -3.768, 4.682], [-0.995, -2.957, 3.552], [-2.788, -1.360, -0.386], [-3.945, -1.716, 0.892], [-3.146, -3.053, -0.015], [-3.977, -3.773, 2.111], [-4.105, -5.193, 4.106], [-2.262, -5.204, 5.761], [-0.269, -3.771, 5.406], [-0.117, -2.333, 3.407], [-2.333, 6.986, 5.323], [-1.733, 5.641, 5.781], [-0.253, 5.887, 6.147], [-2.458, 5.160, 7.054], [-1.906, 4.595, 4.664], [-3.213, 4.261, 4.218], [-3.422, 3.315, 3.204], [-2.313, 2.704, 2.640], [-2.308, 1.778, 1.663], [-0.902, 1.491, 1.461], [-0.122, 2.303, 2.373], [-1.043, 3.009, 3.053], [-0.804, 3.943, 4.056], [-2.221, 7.754, 6.114], [-3.412, 6.896, 5.099], [-1.819, 7.347, 4.411], [-0.170, 6.644, 6.952], [0.313, 6.266, 5.273], [0.224, 4.957, 6.513], [-2.347, 5.900, 7.871], [-2.033, 4.196, 7.397], [-3.540, 5.018, 6.879], [-4.084, 4.733, 4.653], [-4.421, 3.067, 2.872], [0.220, 4.138, 4.335], [-0.061, -5.146, -3.820], [-0.541, -3.802, -4.340], [-1.134, -2.995, -3.263], [-2.574, -3.200, -3.098], [-3.362, -2.115, -3.812], [-0.390, -2.083, -2.485], [1.081, -1.846, -2.792], [-0.859, -1.383, -1.497], [0.381, -5.731, -4.633], [-0.889, -5.723, -3.396], [0.686, -5.029, -3.046], [-1.283, -3.974, -5.130], [0.282, -3.271, -4.826], [-2.842, -3.237, -2.040], [-2.870, -4.173, -3.507], [-3.139, -1.131, -3.409], [-4.436, -2.291, -3.703], [-3.126, -2.098, -4.881], [1.179, -1.392, -3.782], [1.624, -2.780, -2.762], [1.528, -1.171, -2.057], [-1.838, -1.578, -1.326], [-2.045, 4.310, -3.816], [-1.057, 3.145, -3.776], [-1.083, 1.926, -1.931], [-2.997, 0.890, -2.102], [-4.134, 1.718, -2.683], [-1.686, 3.489, -0.546], [-0.532, 4.452, -0.298], [-1.929, 4.856, -4.773], [-1.843, 5.018, -2.994], [-3.089, 3.974, -3.742], [-0.054, 3.570, -3.857], [-1.219, 2.471, -4.641], [-3.269, 0.544, -1.090], [-2.847, 0.010, -2.742], [-4.296, 2.630, -2.079], [-5.065, 1.117, -2.683], [-3.905, 1.977, -3.733], [-1.965, 3.015, 0.404], [-2.563, 4.036, -0.942], [0.333, 3.903, 0.121], [-0.843, 5.234, 0.423], [-0.221, 4.937, -1.240]]
}

(2)
{
  "formula": "C39H82O19S2",
  "method": "the ωB97M-V functional and the def2-TZVPD basis",
  "lumo_energy_ev": 0.081,
  "gap_ev": 8.86,
  "smiles": "C#C[C@@H]1OS(=O)(=O)C[C@@H](OCCOCC)[C@@]1(S)COCCOCC.COCCOCCOC.COCCOCCOC.COCCOCCOC.COCCOCCOC",
  "multiplicity": 1,
  "symbols": ["C", "C", "C", "O", "S", "O", "O", "C", "C", "O", "C", "C", "O", "C", "C", "C", "S", "C", "O", "C", "C", "O", "C", "C", "H", "H", "H", "H", "H", "H", "H", "H", "H", "H", "H", "H", "H", "H", "H", "H", "H", "H", "H", "H", "H", "H", "H", "H", "H", "H", "C", "O", "C", "C", "O", "C", "C", "O", "C", "H", "H", "H", "H", "H", "H", "H", "H", "H", "H", "H", "H", "H", "H", "C", "O", "C", "C", "O", "C", "C", "O", "C", "H", "H", "H", "H", "H", "H", "H", "H", "H", "H", "H", "H", "H", "H", "C", "O", "C", "C", "O", "C", "C", "O", "C", "H", "H", "H", "H", "H", "H", "H", "H", "H", "H", "H", "H", "H", "H", "C", "O", "C", "C", "O", "C", "C", "O", "C", "H", "H", "H", "H", "H", "H", "H", "H", "H", "H", "H", "H", "H", "H"],
  "coordinates": [[-1.260, 6.310, -1.175], [-1.381, 5.109, -1.394], [-1.253, 3.614, -1.918], [-2.539, 2.954, -1.850], [-2.878, 2.350, -0.347], [-4.164, 1.609, -0.434], [-3.007, 3.357, 0.716], [-1.607, 1.114, 0.136], [-0.333, 1.343, -0.810], [-0.370, 0.585, -2.028], [-0.165, -0.818, -1.802], [1.351, -1.239, -1.575], [1.554, -2.654, -1.839], [1.634, -3.409, -0.622], [3.080, -3.412, 0.053], [-0.091, 2.919, -1.065], [0.222, 3.772, 0.583], [1.274, 3.153, -1.904], [2.271, 2.159, -1.615], [3.319, 2.139, -2.605], [4.513, 3.136, -2.235], [5.422, 2.505, -1.321], [5.001, 2.672, 0.058], [6.235, 2.592, 1.072], [-1.145, 7.381, -0.863], [-0.979, 3.656, -3.024], [-2.073, 0.091, 0.066], [-1.252, 1.275, 1.206], [0.575, 1.001, -0.202], [-0.510, -1.349, -2.753], [-0.778, -1.260, -0.959], [1.591, -1.080, -0.473], [2.077, -0.656, -2.236], [0.906, -3.041, 0.175], [1.362, -4.496, -0.811], [3.197, -4.314, 0.746], [3.281, -2.478, 0.681], [3.911, -3.509, -0.719], [1.375, 3.141, 1.036], [1.097, 3.197, -3.022], [1.682, 4.151, -1.531], [2.977, 2.393, -3.656], [3.705, 1.069, -2.638], [4.114, 4.133, -1.854], [5.078, 3.327, -3.210], [4.526, 3.699, 0.197], [4.222, 1.868, 0.254], [6.565, 3.654, 1.289], [5.841, 2.103, 2.022], [7.090, 1.993, 0.632], [-6.083, 1.212, 1.580], [-6.869, 0.286, 2.313], [-7.864, 0.920, 3.105], [-9.058, -0.004, 3.299], [-9.915, -0.080, 2.159], [-9.407, -0.795, 1.033], [-9.357, -2.304, 1.239], [-8.241, -2.662, 2.047], [-8.479, -3.827, 2.810], [-5.500, 1.841, 2.261], [-5.407, 0.653, 0.941], [-6.718, 1.837, 0.943], [-8.199, 1.852, 2.634], [-7.415, 1.149, 4.079], [-9.679, 0.417, 4.096], [-8.754, -0.997, 3.630], [-8.445, -0.395, 0.712], [-10.118, -0.598, 0.225], [-9.235, -2.802, 0.270], [-10.295, -2.638, 1.698], [-9.360, -3.697, 3.449], [-7.614, -3.994, 3.454], [-8.612, -4.695, 2.155], [3.946, 2.348, 4.662], [4.871, 1.703, 5.513], [5.119, 2.435, 6.707], [5.507, 1.493, 7.838], [4.399, 0.798, 8.411], [3.813, -0.228, 7.612], [4.679, -1.476, 7.489], [5.731, -1.264, 6.556], [6.887, -2.019, 6.863], [4.359, 3.294, 4.296], [3.746, 1.691, 3.814], [3.000, 2.527, 5.185], [4.232, 3.009, 7.001], [5.945, 3.127, 6.506], [5.916, 2.100, 8.652], [6.293, 0.800, 7.538], [3.509, 0.154, 6.637], [2.898, -0.515, 8.139], [4.071, -2.309, 7.118], [5.079, -1.738, 8.477], [7.246, -1.782, 7.871], [7.669, -1.749, 6.151], [6.680, -3.091, 6.778], [5.027, -10.746, -1.197], [5.042, -9.525, -1.909], [3.978, -8.660, -1.532], [4.375, -7.205, -1.739], [5.241, -6.697, -0.723], [6.583, -7.181, -0.740], [7.418, -6.631, -1.890], [7.096, -7.300, -3.104], [7.270, -6.474, -4.238], [4.132, -11.325, -1.448], [5.913, -11.315, -1.480], [5.066, -10.564, -0.118], [3.705, -8.815, -0.482], [3.116, -8.898, -2.167], [3.467, -6.598, -1.671], [4.792, -7.035, -2.732], [6.612, -8.270, -0.700], [7.030, -6.818, 0.192], [8.481, -6.806, -1.688], [7.243, -5.552, -1.980], [6.660, -5.568, -4.153], [6.936, -7.028, -5.117], [8.325, -6.208, -4.362], [-7.703, 7.106, -6.785], [-6.771, 6.090, -6.470], [-5.433, 6.462, -6.774], [-4.457, 5.742, -5.853], [-4.388, 6.300, -4.542], [-5.518, 6.076, -3.698], [-5.637, 4.640, -3.204], [-6.157, 3.802, -4.229], [-5.685, 2.472, -4.129], [-7.729, 7.278, -7.866], [-8.688, 6.781, -6.449], [-7.451, 8.035, -6.262], [-5.298, 7.545, -6.669], [-5.238, 6.173, -7.813], [-3.453, 5.865, -6.271], [-4.651, 4.669, -5.815], [-6.438, 6.423, -4.168], [-5.352, 6.711, -2.822], [-6.333, 4.597, -2.359], [-4.652, 4.288, -2.874], [-4.591, 2.447, -4.163], [-6.066, 1.911, -4.984], [-6.045, 2.005, -3.206]]
}

(3)
{
  "formula": "C11H14N2Si",
  "method": "the ωB97M-V functional and the def2-TZVPD basis",
  "lumo_energy_ev": 0.707,
  "gap_ev": 9.07,
  "smiles": "C=C(C)[SiH](n1cccc1)n1cccc1",
  "multiplicity": 1,
  "symbols": ["C", "C", "C", "Si", "N", "C", "C", "C", "C", "N", "C", "C", "C", "C", "H", "H", "H", "H", "H", "H", "H", "H", "H", "H", "H", "H", "H", "H"],
  "coordinates": [[-0.010, 2.994, 1.152], [0.130, 2.031, 0.170], [0.642, 2.517, -1.216], [-0.039, 0.213, 0.740], [-1.610, -0.442, 0.257], [-2.273, -1.447, 0.868], [-3.365, -1.847, 0.164], [-3.415, -1.043, -1.007], [-2.369, -0.142, -0.898], [1.384, -0.759, 0.301], [2.667, -0.364, 0.407], [3.511, -1.339, -0.013], [2.725, -2.446, -0.314], [1.433, -2.025, -0.159], [-0.494, 2.917, 2.109], [-0.056, 4.099, 0.953], [1.050, 3.475, -0.959], [-0.167, 2.749, -1.877], [1.417, 1.874, -1.640], [0.001, 0.360, 2.453], [-1.732, -1.642, 1.839], [-4.091, -2.572, 0.502], [-4.220, -1.144, -1.627], [-2.145, 0.599, -1.718], [2.738, 0.612, 0.774], [4.642, -1.206, -0.054], [3.012, -3.451, -0.753], [0.633, -2.571, -0.455]]
}

(4)
{
  "formula": "C4H6S",
  "method": "the ωB97M-V functional and the def2-TZVPD basis",
  "lumo_energy_ev": 1.013,
  "gap_ev": 9.43,
  "smiles": "C1=CCSC1",
  "multiplicity": 1,
  "symbols": ["C", "C", "C", "S", "C", "H", "H", "H", "H", "H", "H"],
  "coordinates": [[1.019, 0.560, -0.149], [0.749, -0.709, 0.018], [-0.595, -1.350, -0.068], [-1.799, 0.095, -0.051], [-0.334, 1.424, -0.084], [2.019, 0.995, 0.168], [1.548, -1.225, -0.092], [-0.678, -1.845, 0.814], [-0.637, -1.928, -0.903], [-0.629, 1.751, 1.093], [-0.663, 2.232, -0.746]]
}

(5)
{
  "formula": "C2H3NS",
  "method": "the ωB97M-V functional and the def2-TZVPD basis",
  "lumo_energy_ev": 0.097,
  "gap_ev": 8.20,
  "smiles": "C=C=NS",
  "multiplicity": 1,
  "symbols": ["C", "C", "N", "S", "H", "H", "H"],
  "coordinates": [[-0.405, 0.562, 1.503], [-0.246, 0.100, 0.224], [0.192, -0.290, -0.847], [0.455, -0.243, -2.600], [-1.062, 0.079, 2.229], [0.444, 1.271, 1.918], [0.622, -1.479, -2.427]]
}

(6)
{
  "formula": "C7H14N",
  "method": "the ωB97M-V functional and the def2-TZVPD basis",
  "lumo_energy_ev": -6.410,
  "gap_ev": 8.08,
  "total_charge": 1,
  "multiplicity": 1,
  "symbols": ["C", "C", "C", "C", "C", "C", "C", "N", "H", "H", "H", "H", "H", "H", "H", "H", "H", "H", "H", "H", "H", "H"],
  "coordinates": [[-1.929, -1.165, 0.389], [-0.755, -0.112, 0.889], [0.123, 0.414, -0.122], [-0.406, 1.198, -1.281], [2.375, 0.749, -0.960], [1.534, 0.328, 0.021], [2.168, -0.354, 1.219], [-2.887, -0.425, -0.344], [-1.221, -1.987, 0.192], [-2.296, -1.386, 1.401], [-1.413, 0.641, 1.344], [-0.311, -0.537, 1.789], [-0.365, 0.736, -2.270], [-1.488, 1.289, -1.183], [1.966, 1.075, -1.906], [3.431, 0.587, -0.794], [2.115, -1.433, 1.321], [3.238, -0.124, 1.200], [1.834, 0.206, 2.097], [-2.097, -0.829, -1.005], [-0.045, 2.225, -1.277], [-3.569, -1.096, -0.719]]
}

(7)
{
  "formula": "C5H5N",
  "method": "the ωB97M-V functional and the def2-TZVPD basis",
  "lumo_energy_ev": 0.440,
  "gap_ev": 9.12,
  "smiles": "C1=NCC2=C1C2",
  "multiplicity": 1,
  "symbols": ["C", "N", "C", "C", "C", "C", "H", "H", "H", "H", "H"],
  "coordinates": [[-0.766, -0.794, -1.321], [0.479, -1.132, -1.438], [1.278, -0.684, -0.279], [0.201, 0.106, 0.489], [-0.993, -0.034, -0.176], [-0.727, 1.075, 0.858], [-1.403, -1.108, -2.026], [2.133, -0.151, -0.774], [1.543, -1.427, 0.469], [-0.592, 2.222, 0.586], [-1.327, 1.022, 1.729]]
}

(8)
{
  "formula": "C29H33BaN6O2S",
  "method": "the ωB97M-V functional and the def2-TZVPD basis",
  "lumo_energy_ev": 2.164,
  "gap_ev": 5.19,
  "total_charge": -1,
  "multiplicity": 1,
  "symbols": ["Ba", "C", "C", "N", "C", "S", "N", "N", "C", "C", "C", "C", "C", "C", "C", "N", "H", "H", "H", "H", "H", "H", "H", "H", "H", "H", "H", "H", "H", "N", "C", "C", "N", "H", "H", "H", "H", "H", "H", "H", "H", "O", "C", "O", "C", "C", "C", "C", "C", "C", "H", "H", "H", "H", "H", "C", "C", "C", "C", "C", "C", "C", "C", "C", "C", "H", "H", "H", "H", "H", "H", "H"],
  "coordinates": [[-0.091, 0.843, -0.290], [5.758, 1.246, -3.041], [5.083, 1.243, -1.676], [4.347, 0.021, -1.421], [2.960, -0.062, -1.403], [2.092, 1.110, -2.390], [2.514, -1.046, -0.685], [1.131, -1.267, -0.648], [0.763, -2.489, -0.360], [1.787, -3.577, -0.146], [-0.618, -2.859, -0.291], [-1.055, -4.196, -0.341], [-2.282, -4.514, -0.884], [-2.900, -3.485, -1.661], [-2.496, -2.204, -1.538], [-1.671, -1.851, -0.393], [6.335, 2.163, -3.191], [4.998, 1.178, -3.820], [6.433, 0.393, -3.145], [4.394, 2.084, -1.613], [5.831, 1.369, -0.886], [4.761, -0.628, -0.770], [2.721, -3.135, 0.186], [1.980, -4.103, -1.084], [1.436, -4.302, 0.586], [-0.395, -4.995, -0.024], [-2.636, -5.534, -0.924], [-3.598, -3.744, -2.451], [-2.808, -1.423, -2.216], [-1.058, 0.588, -3.178], [-1.345, 1.807, -3.922], [-2.191, 2.773, -3.106], [-1.471, 3.178, -1.896], [-0.090, 0.298, -3.303], [-1.655, -0.184, -3.444], [-1.848, 1.616, -4.876], [-0.394, 2.295, -4.159], [-3.113, 2.270, -2.805], [-2.473, 3.624, -3.742], [-1.991, 3.864, -1.364], [-0.581, 3.597, -2.145], [1.133, 2.415, 1.033], [1.162, 1.577, 1.980], [0.333, 0.642, 2.113], [2.272, 1.693, 2.994], [2.458, 0.682, 3.929], [3.476, 0.780, 4.866], [4.305, 1.895, 4.876], [4.119, 2.906, 3.943], [3.107, 2.802, 2.999], [1.795, -0.173, 3.901], [3.625, -0.013, 5.588], [5.097, 1.974, 5.611], [4.769, 3.773, 3.947], [2.951, 3.566, 2.249], [-5.378, 1.456, 0.793], [-4.473, 1.342, -0.286], [-3.543, 0.342, -0.305], [-3.448, -0.601, 0.756], [-2.462, -1.649, 0.775], [-2.283, -2.362, 1.930], [-3.130, -2.169, 3.040], [-4.143, -1.259, 3.011], [-4.305, -0.435, 1.869], [-5.284, 0.592, 1.843], [-6.124, 2.242, 0.795], [-4.514, 2.058, -1.098], [-2.850, 0.282, -1.134], [-1.496, -3.100, 1.968], [-2.977, -2.780, 3.922], [-4.810, -1.132, 3.855], [-5.947, 0.691, 2.695]]
}